Entry 1:
ORCA calculation (ωB97M-V/def2-TZVPD) on C15H31ClO4P2Ti as an isolated structure in a non-equilibrium geometry.

Gap between HOMO and LUMO (spin up / spin down)   5.7 / 5.5 eV
2S+1   3
Lowest unoccupied orbital energy (spin up / spin down)   -0.374 / -0.608 eV
Energy above the lowest of the compared OMol25 structures with the same formula, charge and spin   223.25 kJ/mol

Geometry as XYZ:
```
54
Properties=species:S:1:pos:R:3:forces:R:3
Ti -0.850 -0.306 -0.737 -0.2955 -1.3632 2.9083
Cl -0.206 -0.036 4.400 1.7551 -1.7820 2.8518
P -0.013 1.907 -2.039 0.9026 -2.3025 2.8964
P 0.250 -1.793 -2.166 -1.1287 0.8275 -1.0832
O 1.094 0.089 3.674 -0.7269 0.1739 -0.9300
O -0.645 1.317 4.784 -0.8730 0.3504 -1.2304
O -1.178 -0.867 3.630 -0.2163 1.2692 -0.9964
O 0.171 1.259 -0.486 -0.6769 2.1883 -4.1864
C 0.036 -1.591 0.558 -0.1874 -0.9546 1.0355
C -1.410 -0.474 -7.450 -0.5103 0.6892 -0.4403
C 0.633 -1.406 -6.348 -1.8105 -0.4688 -0.7650
C -1.723 2.459 -2.233 -0.5007 0.9009 -0.3607
C 2.024 -2.257 -2.167 0.4428 -0.6053 -0.4424
C -1.801 1.013 -7.083 -0.8699 -0.9074 -0.4465
C 0.446 0.791 -3.458 -0.2396 0.8677 0.4949
C 1.541 -0.587 -7.177 0.9935 1.1937 -0.7658
C -0.714 -1.261 -6.386 1.0167 -0.8882 -0.2541
C 0.437 1.599 -6.228 -0.5642 0.8962 -0.3072
C -0.904 1.685 -6.107 1.2443 0.5460 -0.8166
C 1.185 3.193 -1.900 0.7788 1.6561 -0.4825
C -0.917 -3.204 -2.362 0.2534 -0.8323 -0.1911
C -0.109 -0.630 -3.587 1.0840 -0.9996 -0.5322
C 1.141 0.947 -7.375 0.5910 -0.8646 -0.5137
H -1.941 2.983 -3.186 0.4007 -0.2668 0.3335
H 1.010 3.708 -0.937 0.0687 -0.3517 -0.3697
H -1.926 1.540 -8.047 0.2915 0.1092 0.4302
H -0.827 -3.776 -1.427 -0.1685 0.1740 -0.1575
H -2.449 1.630 -2.152 0.5556 0.2245 0.0712
H -1.367 -1.782 -5.664 0.5024 0.0676 -0.5491
H -0.003 1.321 -4.308 0.1715 -0.1925 0.9442
H -2.341 -1.001 -7.721 0.2719 0.1937 0.1600
H 1.531 0.863 -3.681 -0.4703 -0.1838 0.6382
H 2.495 -2.855 -2.987 -0.9144 0.4626 0.2946
H 2.160 -2.862 -1.262 0.0482 0.3156 0.0183
H 0.581 1.017 -8.316 -0.0799 0.1610 0.4089
H -1.398 2.311 -5.346 0.4449 -0.4213 -0.2134
H -0.832 -0.439 -8.387 -0.0379 -0.2206 0.4903
H 1.726 -0.990 -8.195 -0.2600 0.0071 0.4786
H 2.199 2.746 -1.880 -0.6471 0.0466 0.1117
H 2.076 1.500 -7.568 -0.2778 -0.2319 0.1349
H 2.532 -0.612 -6.707 -0.0953 0.0514 -0.0135
H -0.808 -1.512 1.324 0.7759 -0.2239 -0.3758
H -1.922 3.187 -1.432 0.0379 -0.3057 -0.0742
H 0.256 -2.670 0.346 -0.2137 0.6767 0.4886
H 2.628 -1.342 -2.078 -0.3405 -0.1875 0.2061
H 1.134 -2.168 -5.742 -0.3949 0.3027 0.0658
H -1.164 -0.634 -3.959 0.8617 -0.0651 0.7970
H -1.956 -2.842 -2.447 0.5041 0.1508 0.1752
H -2.806 1.009 -6.659 -0.0961 -0.0872 0.0447
H 1.189 3.971 -2.694 -0.1844 -0.5811 0.3072
H 0.478 -1.068 -4.400 -0.4397 0.5722 0.2923
H -0.785 -3.944 -3.173 0.2803 0.5325 0.1229
H 1.112 2.098 -5.514 -0.4557 -0.1255 -0.4607
H 0.924 -1.132 1.051 -0.6016 -0.1944 -0.2429
```
Positions in Å, forces in eV/Å.

Entry 2:
ORCA calculation (ωB97M-V/def2-TZVPD) on C15H31CuFN5Si as an isolated structure in a non-equilibrium geometry.

Gap between HOMO and LUMO (spin up / spin down)   7.6 / 6.1 eV
2S+1   2
Total charge   +1
Lowest unoccupied orbital energy (spin up / spin down)   -2.312 / -3.776 eV

Geometry as XYZ:
```
54
Properties=species:S:1:pos:R:3:forces:R:3
Cu -0.236 -0.068 -0.677 0.3655 0.4250 0.8148
Si -0.391 0.702 2.571 0.0840 -0.0316 0.1197
F 0.284 -2.441 -0.658 0.2410 -0.1572 0.3228
N -0.172 -0.507 1.327 -0.3933 0.5794 -0.7879
N 0.224 1.320 -2.474 -0.0280 -0.0518 0.1320
N -2.016 1.065 -0.741 0.1820 -0.0957 0.3801
N -1.089 -1.186 -2.423 -0.0278 -0.1363 -0.2239
N 1.887 0.030 -0.584 -0.2389 -0.1965 -0.3346
C 0.816 -4.079 0.944 -0.0094 -0.0380 -0.1457
C 1.656 1.640 -2.378 0.1059 -0.1128 0.0787
C 0.174 -1.801 1.652 0.0756 -0.3689 -0.1444
C -0.120 0.646 -3.739 -0.0382 -0.2494 -0.0375
C -0.637 2.481 -2.203 -0.1459 -0.0030 -0.0172
C -2.054 2.055 -1.828 0.2477 0.0752 -0.1867
C -1.955 0.376 3.583 0.3619 0.0858 -0.0656
C 2.450 0.442 -1.877 0.0013 0.1640 -0.0866
C 0.429 -2.785 0.680 0.0810 -0.0675 0.3529
C 0.316 -2.287 2.973 -0.0661 0.1780 -0.1821
C 0.699 -3.581 3.265 0.0286 -0.0928 0.0085
C 0.965 -4.495 2.256 -0.0148 0.0431 0.0326
C -0.269 -0.871 -3.597 0.0183 0.2039 -0.0264
C 1.175 0.904 3.616 -0.2933 -0.1202 -0.0426
C -0.631 2.434 1.824 -0.0506 -0.3253 -0.0739
H -2.619 2.947 -1.549 -0.0636 -0.0447 -0.0142
H -0.236 3.155 2.541 -0.0044 0.0035 0.0196
H 0.990 1.580 4.454 -0.0112 0.0072 -0.0078
H 1.780 2.452 -1.657 -0.0312 0.0286 -0.0185
H -1.870 -0.479 4.252 0.0055 -0.0405 0.0013
H -0.093 2.592 0.885 -0.0156 0.0432 -0.0102
H 0.992 -4.756 0.117 -0.0071 0.0337 -0.0210
H 2.246 -0.874 -0.290 -0.0272 0.0191 0.0903
H -2.063 -0.975 -2.606 -0.0321 -0.0235 -0.0734
H -0.678 3.167 -3.058 0.0072 0.0050 0.0218
H 2.123 0.697 0.143 -0.0585 -0.0646 0.0899
H -0.209 3.031 -1.363 0.0328 -0.0066 -0.0193
H -2.215 1.246 4.192 0.0226 0.0050 -0.0009
H -1.034 -2.177 -2.210 -0.0735 0.0971 -0.0348
H 1.971 1.351 3.012 -0.0154 0.0046 -0.0290
H 0.634 0.849 -4.504 -0.0164 0.0896 0.0008
H 1.556 -0.033 4.021 0.0351 0.0387 0.0005
H 0.112 -1.614 3.792 -0.0346 -0.0072 0.0545
H 2.361 -0.394 -2.569 0.0645 -0.0009 0.0072
H -1.061 1.052 -4.114 0.0031 0.0365 0.0167
H -2.844 0.482 -0.737 -0.0318 0.0213 0.0830
H 1.272 -5.506 2.480 -0.0129 0.0020 -0.0067
H -0.684 -1.265 -4.528 0.0461 -0.0292 -0.0050
H 2.061 1.986 -3.334 -0.0382 0.0429 0.0043
H -2.792 0.179 2.908 0.0033 0.0057 -0.0201
H -1.690 2.682 1.696 0.0365 0.0956 -0.0813
H 0.791 -3.879 4.302 -0.0057 0.0122 -0.0077
H 0.707 -1.333 -3.451 -0.0307 -0.0601 0.0015
H -2.554 1.614 -2.690 -0.0438 -0.0367 0.0418
H -1.964 1.521 0.164 -0.1919 0.0670 0.0112
H 3.507 0.712 -1.814 0.0027 -0.0520 0.0186
```
Positions in Å, forces in eV/Å.

Entry 3:
ORCA calculation (ωB97M-V/def2-TZVPD) on C15H31F3InO4S as an isolated structure.

Gap between HOMO and LUMO   7.2 eV
Total charge   -1
Lowest unoccupied orbital energy   2.731 eV

Geometry as XYZ:
```
55
Properties=species:S:1:pos:R:3:forces:R:3
In 0.395 1.288 0.259 -0.2569 0.3427 -0.0441
S 2.380 1.796 -1.200 0.3859 -0.0159 0.2173
F -3.211 -1.839 1.490 0.1259 0.2749 -0.3074
F -2.533 0.154 0.977 0.0664 -0.4588 -0.0987
F -2.427 -1.452 -0.516 -0.0021 0.2176 0.6699
O -5.086 -6.313 4.390 0.0054 0.0070 -0.0041
O 5.062 3.486 0.870 0.1214 0.0383 0.0637
O 0.192 1.582 -4.073 -0.0440 0.0161 -0.1904
O -0.847 -2.985 1.271 -0.2085 0.0642 0.5495
C 6.324 4.962 -0.469 -0.0324 0.0425 -0.0303
C -0.766 0.146 -5.681 -0.0364 -0.0615 0.0136
C 5.847 3.523 -0.321 -0.0115 -0.0655 0.0407
C -5.501 -5.081 4.984 -0.0208 0.0020 -0.0678
C 5.232 4.691 1.606 -0.1022 -0.0364 -0.0659
C 6.426 5.408 0.987 0.0646 -0.0075 0.0098
C -4.100 -6.052 3.383 0.0390 0.0271 0.0738
C -1.784 1.221 -5.312 -0.0020 0.0552 -0.0332
C -2.252 -1.149 0.807 -0.3700 -0.0303 -0.0692
C -1.228 1.727 -3.986 0.0099 -0.1420 0.0647
C -4.116 -4.549 3.144 0.0057 -0.0007 -0.0520
C 0.532 0.778 -5.197 0.0205 0.0791 0.0520
C -4.506 -4.025 4.522 0.0381 -0.0276 0.0345
C 0.262 -0.944 0.491 -0.1033 0.2757 0.2806
C -0.865 -1.544 1.286 0.2258 -0.4732 -0.5406
H 6.692 2.834 -0.198 0.0327 0.0299 -0.0611
H 1.166 -1.257 1.003 0.3211 0.0228 0.0708
H 7.357 5.043 1.428 -0.0053 -0.0008 -0.0015
H -2.803 0.847 -5.223 -0.0059 -0.0166 0.0115
H 4.319 5.290 1.518 0.0205 0.0390 0.0254
H 1.878 1.624 -2.424 -0.3012 -0.0551 -0.0237
H -0.643 -3.233 0.374 0.2044 -0.1543 -0.4999
H -1.054 1.928 -0.541 0.1663 -0.0653 -0.0395
H 0.726 2.115 1.798 0.0104 -0.2154 -0.1411
H -5.525 -5.202 6.069 -0.0066 -0.0397 0.0054
H -0.785 -1.294 2.334 -0.1449 0.3241 0.3304
H -1.588 1.131 -3.143 -0.0354 0.0423 0.0195
H -4.346 -6.628 2.490 -0.0296 -0.0332 0.0152
H 5.568 5.553 -0.991 -0.0053 -0.0056 0.0005
H 1.278 0.042 -4.892 0.0235 0.0174 0.0233
H 7.261 5.041 -1.020 0.0133 -0.0051 0.0079
H -0.745 -0.098 -6.744 -0.0028 0.0140 -0.0106
H -1.469 2.772 -3.791 0.0578 0.0229 0.0400
H 5.383 4.446 2.659 -0.0226 -0.0198 0.0094
H -1.776 2.019 -6.059 0.0045 -0.0063 0.0028
H -4.884 -4.290 2.413 0.0017 0.0098 -0.0057
H -4.932 -3.023 4.503 -0.0041 0.0138 -0.0221
H 0.299 -1.401 -0.494 -0.1351 -0.0246 -0.3366
H 6.386 6.489 1.122 -0.0142 0.0075 -0.0094
H -3.634 -4.012 5.180 -0.0022 0.0010 0.0029
H -3.164 -4.166 2.780 0.0019 0.0113 -0.0085
H -3.125 -6.385 3.753 0.0125 0.0136 -0.0299
H 5.238 3.183 -1.158 -0.0826 -0.0493 0.0627
H 0.974 1.418 -5.971 0.0006 -0.0429 -0.0338
H -0.970 -0.771 -5.123 0.0050 0.0062 0.0079
H -6.515 -4.847 4.639 0.0031 0.0355 0.0218
```
Positions in Å, forces in eV/Å.

Entry 4:
ORCA calculation (ωB97M-V/def2-TZVPD) on C15H31FP2W as an isolated structure in a non-equilibrium geometry.

Gap between HOMO and LUMO (spin up / spin down)   2.3 / 2.9 eV
2S+1   3
Total charge   +2
Lowest unoccupied orbital energy (spin up / spin down)   -9.796 / -9.322 eV
Energy above the lowest of the compared OMol25 structures with the same formula, charge and spin   1034.94 kJ/mol

Geometry as XYZ:
```
50
Properties=species:S:1:pos:R:3:forces:R:3
W 0.082 0.044 0.635 -1.3055 -2.9259 8.1344
P 0.249 1.810 -0.716 1.0338 6.6965 -6.7196
P -0.039 -1.723 -0.707 -0.4337 -3.6132 -4.8977
F -1.612 -0.528 2.629 1.3332 1.1371 -2.7978
C 2.269 -3.816 1.550 2.0852 -2.3654 -0.0819
C 0.075 -4.884 1.115 -1.4615 5.7889 0.3482
C 1.689 2.976 -1.319 0.3652 0.2278 1.6827
C -0.857 2.542 -2.254 -0.7409 -0.0759 1.0592
C -2.200 4.643 0.941 4.8721 3.3301 -1.4338
C -0.569 -3.737 1.681 -1.1553 -1.1727 -0.3994
C -2.582 3.776 1.905 -0.7949 -1.6134 2.5963
C -0.459 -0.360 -1.870 -0.0053 0.5260 -0.6435
C 0.985 -0.961 2.936 0.1083 0.3733 2.3780
C 1.472 -4.745 1.020 1.1220 -2.2813 -3.7859
C -0.824 5.029 0.783 -3.8055 -0.5480 0.0612
C -0.047 4.330 1.710 -0.6945 -2.4391 -0.6241
C 1.295 -2.290 -1.943 -0.1906 -0.4819 0.7291
C 0.763 0.565 -1.939 0.0063 -0.4148 0.2425
C -1.482 -2.636 -1.435 -0.3089 -1.0083 0.9350
H -0.588 5.762 0.039 0.6819 -0.2637 -0.6842
H -0.579 -2.590 1.531 1.6995 -1.7831 0.4381
H 1.786 -0.443 3.490 0.1731 0.8852 -1.2385
H -1.542 -3.661 -1.058 -0.1085 0.2685 -0.0170
H 2.033 -2.824 1.475 -0.8702 2.2973 1.4568
H -0.619 -0.798 -2.876 -0.2369 -0.0343 0.8312
H -0.272 2.469 -3.185 0.0645 -0.0778 0.7566
H 3.204 -4.178 1.993 0.3721 0.6923 -1.1957
H -1.346 -2.655 -2.520 0.2223 -0.0660 0.2374
H 1.736 0.212 -1.544 -0.4230 -0.7331 -0.5566
H -1.190 -3.847 2.548 -1.6082 -0.5167 -0.2941
H 1.729 3.146 -2.401 -0.6739 -0.4435 0.2249
H -2.420 -2.112 -1.230 0.1684 -0.0928 0.2395
H -2.931 5.037 0.317 -1.4645 1.2930 -1.1200
H -2.558 2.711 1.702 0.3383 -0.2898 0.7998
H 0.516 3.427 1.359 1.0249 1.6623 0.6184
H 0.909 -2.066 -2.947 0.0413 -0.0798 0.3945
H -1.753 1.914 -2.384 0.1748 0.5720 0.1398
H -1.121 3.603 -2.148 -0.1078 -0.3888 0.3069
H 1.659 3.974 -0.862 0.0273 -0.2871 0.0448
H -1.447 0.087 -1.552 1.0246 0.0514 -0.4904
H 1.397 -3.380 -1.876 0.3864 0.3648 0.2187
H 1.893 -5.517 0.262 0.1217 0.2653 2.5604
H -0.471 4.273 2.697 0.2214 -0.1671 0.6382
H 0.928 0.957 -2.966 0.1436 0.0859 1.0545
H 0.164 -0.909 3.678 -0.3752 0.6476 -1.2990
H 2.230 -1.738 -1.805 -0.0482 -0.6108 0.1199
H -3.063 4.242 2.788 -0.4606 -0.8315 -0.4977
H -0.444 -5.668 0.611 -0.3385 -1.1555 1.0611
H 2.648 2.512 -1.053 -0.2077 0.1294 0.1878
H 1.303 -1.974 3.197 0.0078 -0.5332 -1.7190
```
Positions in Å, forces in eV/Å.